This record from OMol25 describes C30H48P2TeYb as an isolated structure. The level of theory is ωB97M-V/def2-TZVPD.

Values from the calculation:
HOMO (spin up / spin down) (eV): -9.566 / -9.566
2S+1: 2
Charge: +1
Frontier orbital gap (spin up / spin down) (eV): 6.131 / 4.421

```
82
Properties=species:S:1:pos:R:3:forces:R:3
Yb -0.7001 1.6404 1.9157 -6.077 -3.130 -4.599
C 0.6679 1.1001 3.7012 0.908 0.172 0.964
C 1.4478 1.4029 2.5630 1.495 0.179 1.141
C 0.2139 3.2540 3.0674 1.314 0.644 1.079
C -0.1162 2.2355 4.0036 1.113 0.528 0.974
C 1.1848 2.7326 2.1703 1.197 0.528 0.887
C 0.7877 -0.1175 4.5507 -0.080 -0.670 0.501
H 1.7083 -0.6789 4.3223 -0.343 0.274 0.238
H -0.0496 -0.8387 4.4463 0.526 0.457 0.074
H 0.8072 0.1812 5.6168 0.088 -0.240 -0.443
C -1.1181 2.3305 5.0958 -0.257 0.380 0.396
H -0.6511 2.0251 6.0458 -0.293 0.078 -0.187
H -2.0138 1.6994 4.9335 0.297 0.265 0.085
H -1.4355 3.3820 5.1920 -0.069 -0.505 0.182
C -0.6344 4.4397 2.8222 0.096 0.740 0.159
H -0.8905 4.9023 3.7857 -0.139 0.026 -0.416
H -1.5977 4.1758 2.3281 0.083 0.199 -0.025
H -0.1124 5.1902 2.2083 -0.357 -0.262 0.157
C 1.6070 3.2838 0.8568 0.591 0.429 -0.576
H 2.3401 4.0966 0.9866 -0.265 -0.165 -0.149
H 0.7852 3.7090 0.2510 0.095 -0.079 0.158
H 2.1013 2.5094 0.2443 -0.196 0.306 0.224
C 2.4378 0.4866 1.9575 0.621 -0.327 -0.468
H 3.4034 1.0007 1.8310 -0.235 -0.268 0.018
H 2.1402 0.1163 0.9649 0.093 0.010 0.079
H 2.5903 -0.3906 2.5974 0.053 0.216 -0.260
C -0.0069 -2.9623 -0.1153 -0.026 0.253 0.977
C 1.0823 -2.9154 0.6730 -0.731 0.035 0.128
C 2.5196 -2.8031 0.2756 0.488 0.323 -0.291
C 2.8373 -2.6266 -1.2317 0.466 -0.496 0.779
C 2.7304 -1.2490 -1.7923 -0.388 1.032 -0.421
C 1.6072 -0.5433 -2.0142 0.954 0.455 0.249
C 0.2451 -0.8492 -1.4832 -0.976 -0.177 -0.348
C -0.1257 -2.3702 -1.4790 -0.249 -0.012 -0.583
H 2.9981 -3.7479 0.5801 -0.171 0.186 0.047
H 2.1949 -3.3277 -1.7799 0.515 0.107 0.017
H 3.0301 -2.0221 0.8651 -0.141 -0.222 -0.187
H 0.4773 -2.9171 -2.2143 -0.263 0.384 0.083
H -0.9794 -3.2810 0.2895 0.545 0.328 0.322
H 0.9353 -2.9603 1.7597 -0.010 -0.697 -0.311
H -1.1684 -2.4878 -1.8159 0.400 0.059 0.160
H 0.1492 -0.4356 -0.4503 0.125 -0.357 -0.290
H 1.6573 0.3623 -2.6446 0.168 -0.251 0.645
H -0.5133 -0.2843 -2.0773 0.619 -0.412 0.351
H 3.8911 -2.9269 -1.3708 -0.538 -0.138 0.012
H 3.6919 -0.7998 -2.0911 -0.604 -0.225 -0.205
P -0.4996 -0.3631 -4.5473 0.090 -0.265 -1.308
P -0.6798 2.5530 -5.2097 -0.216 0.535 -1.215
C -0.7810 -0.0044 -6.3756 0.044 -0.178 0.304
C -1.3119 1.4100 -6.5602 -0.185 0.264 0.406
H -1.5125 -0.7406 -6.7284 0.268 0.016 -0.165
H 0.1546 -0.1663 -6.9282 -0.200 0.156 0.209
H -1.0097 1.8379 -7.5245 -0.122 -0.099 0.134
H -2.4099 1.4308 -6.5225 0.179 -0.024 -0.003
C -1.2981 4.0788 -6.0627 0.128 0.076 0.113
H -0.8690 4.9649 -5.5806 -0.178 -0.069 -0.145
H -2.3919 4.1189 -5.9856 0.234 0.069 0.008
H -1.0161 4.0646 -7.1237 -0.071 0.133 0.205
C 1.0598 2.6139 -5.8569 -0.033 0.092 0.321
H 1.0693 2.6193 -6.9547 0.015 0.009 0.230
H 1.6331 1.7545 -5.4904 -0.012 0.170 -0.080
H 1.5262 3.5367 -5.4907 0.049 -0.234 -0.071
C -2.0725 -1.2981 -4.3422 -0.054 -0.108 0.239
H -2.2820 -1.4810 -3.2834 -0.104 -0.049 -0.217
H -1.9978 -2.2513 -4.8791 -0.188 0.137 0.113
H -2.8909 -0.7024 -4.7652 0.135 -0.140 0.142
C 0.7350 -1.7208 -4.7527 0.213 -0.223 0.140
H 1.0010 -1.8672 -5.8064 -0.188 -0.103 0.234
H 0.3357 -2.6497 -4.3297 0.212 0.059 -0.219
H 1.6432 -1.4485 -4.2008 -0.248 -0.276 -0.300
Te -2.3877 -1.2949 3.1468 -0.368 -0.532 -0.082
C -2.4223 -2.2055 5.0399 -0.018 -0.002 0.927
C -2.7261 -3.5875 5.2108 0.298 0.820 0.045
C -2.6558 -4.1567 6.4921 0.022 0.386 -0.116
C -2.2763 -3.3791 7.6029 -0.055 0.138 -0.667
C -1.9967 -2.0170 7.4310 -0.112 0.148 -0.162
C -2.1054 -1.4129 6.1740 -0.015 -0.779 -0.347
H -3.0000 -4.1627 4.3240 0.086 -0.009 0.422
H -2.8975 -5.2109 6.6336 0.084 0.303 -0.112
H -2.2043 -3.8296 8.5955 -0.024 0.129 -0.380
H -1.6921 -1.4070 8.2824 -0.163 -0.193 -0.182
H -1.9282 -0.3475 6.0265 0.053 -0.314 0.248
```
Forces are in eV/Å.

This record from OMol25 describes a 2-piece molecular cluster, C5H7N3 overall. The level of theory is ωB97M-V/def2-TZVPD.

Values from the calculation:
HOMO (eV): -9.259
2S+1: 1
Charge: 0
Frontier orbital gap (eV): 8.884

```
15
Properties=species:S:1:pos:R:3:forces:R:3
C 0.2181 0.0888 -1.2841 1.112 -1.051 -1.813
C -1.6527 -0.8453 0.4076 3.399 2.085 -0.019
C -0.0981 0.6363 1.0526 -1.169 3.444 0.354
C 1.3121 1.0102 1.4899 -1.468 -1.683 -2.014
C 0.8530 0.1992 0.0978 1.696 -1.456 0.125
H 0.3323 -0.1566 -3.4342 0.211 0.186 3.102
H -1.1403 -1.7428 -1.5282 -0.456 4.867 1.294
H -2.1939 -1.8357 0.5302 0.119 1.859 -0.564
H -0.5502 1.6415 0.8350 0.184 -0.757 -0.452
H 1.7824 0.3031 2.2032 0.342 1.139 -0.659
H 1.4870 2.0505 1.2354 0.595 -0.138 1.127
H 1.1806 -0.8420 0.3824 -0.485 0.817 -0.602
N 0.7913 0.0322 -2.4581 -1.613 0.699 1.256
N -1.1907 -0.3210 -0.9333 -0.696 -7.043 -2.546
N -1.1309 -0.2183 1.4037 -1.772 -2.968 1.412
```
Forces are in eV/Å.

This record from OMol25 describes a 2-piece molecular cluster, C10H12N2O overall. The level of theory is ωB97M-V/def2-TZVPD.

Values from the calculation:
HOMO (eV): -8.350
SMILES: CC=C=C(C)N.N#Cc1ccco1
2S+1: 1
Charge: 0
Frontier orbital gap (eV): 8.642

```
25
Properties=species:S:1:pos:R:3:forces:R:3
C 2.3585 -2.2338 -1.0939 2.358 2.661 -0.243
C 1.1554 -1.3677 -0.7695 2.097 0.419 0.749
C 1.3159 -0.2557 -0.0836 -0.898 -0.585 -1.829
C 1.2520 0.9401 0.4032 -0.831 0.283 2.685
C 1.4559 2.2828 -0.1890 -0.649 1.547 -2.048
N 1.0454 1.0696 1.8828 1.921 1.449 -2.653
H 3.0302 -1.8036 -1.9671 -1.545 -0.623 1.521
H 2.1143 -3.2013 -1.3776 -0.483 -1.892 -0.303
H 3.0564 -2.2198 -0.2145 -0.652 -0.338 -0.772
H 0.1868 -1.7235 -1.0133 -0.844 -0.078 -0.435
H 2.5539 2.4334 -0.3154 -0.766 0.520 0.828
H 1.0937 2.5249 -1.2728 0.201 -1.088 1.798
H 0.8763 2.9908 0.4889 1.435 -0.475 -0.866
H 1.2393 0.2071 2.2656 0.229 -2.147 1.287
H 0.1255 1.3390 2.0913 -1.424 0.449 0.238
N -0.7176 -1.5807 2.6812 -0.820 0.568 -0.956
C -1.2607 -1.0579 1.7965 1.689 -1.594 2.232
C -1.8114 -0.4409 0.6954 -2.573 -0.690 -1.627
C -2.5045 -0.9332 -0.4312 1.895 2.689 2.558
C -2.9605 0.2097 -1.0651 -0.585 1.333 -1.932
C -2.6969 1.2785 -0.2422 -0.442 0.441 -1.388
O -2.0440 0.8982 0.8166 1.328 -1.423 1.198
H -2.7875 -1.8549 -0.7762 0.238 -2.404 -0.391
H -3.2535 0.1629 -2.1385 -0.367 0.553 1.292
H -2.8227 2.3361 -0.1718 -0.509 0.425 -0.943
```
Forces are in eV/Å.

This record from OMol25 describes one molecule with the formula C6H6O. The level of theory is ωB97M-V/def2-TZVPD.

Values from the calculation:
HOMO (eV): -8.776
2S+1: 1
Charge: 0
Frontier orbital gap (eV): 9.654

```
13
Properties=species:S:1:pos:R:3:forces:R:3
O 0.5578 -0.3117 2.1770 0.126 -0.139 -0.079
C -0.5356 -0.1371 1.3904 -0.608 -0.956 0.231
C 0.1529 1.6586 -0.2389 0.539 0.541 -0.975
C 0.5899 0.7761 -1.1272 -0.373 -0.315 0.207
C 0.5874 -0.3997 -1.6766 -1.274 -0.757 0.979
C -0.8652 -1.0103 0.4224 0.443 0.136 -0.352
C -0.5766 -1.4394 -0.7750 1.184 1.078 -0.659
H 1.1267 -0.9595 1.7331 -0.037 0.106 0.161
H -1.2197 0.5797 1.8410 0.122 0.013 -0.415
H 0.7802 2.0793 0.5424 -0.075 -0.407 0.098
H -0.7625 2.2060 -0.4566 0.121 0.048 -0.061
H 1.1784 -0.7389 -2.5483 -0.845 0.022 0.676
H -1.0196 -2.3165 -1.2797 0.676 0.630 0.188
```
Forces are in eV/Å.